1.
C20H24N4O3 in the gas phase in a non-equilibrium geometry, computed with the ωB97M-V functional and the def2-TZVPD basis.

Output
- 2S+1 = 1
- LUMO level (eV) = 0.8
- gap between HOMO and LUMO (hartree) = 0.3346
- ΔE to the lowest compared entry with this formula, charge and spin (kJ/mol) = 229.5
- SMILES = COCCNC(=O)CCc1nc2cccnc2n1Cc1ccc(OC)cc1

```
51
C20H24N4O3 | the Open Molecules 2025 dataset | the ωB97M-V functional and the def2-TZVPD basis
C 2.68 -2.24 2.69
H 3.61 -1.95 2.20
O 2.34 -1.33 3.71
C 1.98 -0.04 3.25
C 0.52 0.26 3.60
N -0.36 -0.71 2.99
C -1.10 -0.43 1.89
O -1.21 0.69 1.44
C -1.83 -1.63 1.31
H -1.35 -2.56 1.62
H -2.86 -1.62 1.69
C -1.84 -1.52 -0.21
C -0.46 -1.64 -0.75
N 0.54 -2.22 -0.13
C 1.61 -2.13 -0.99
C 2.92 -2.57 -0.93
C 3.72 -2.29 -2.02
C 3.20 -1.60 -3.12
N 1.95 -1.18 -3.22
C 1.20 -1.45 -2.17
N -0.13 -1.17 -1.99
C -0.94 -0.43 -2.92
C -1.42 0.88 -2.32
C -0.55 1.67 -1.59
C -0.99 2.84 -0.99
C -2.31 3.23 -1.12
C -3.18 2.45 -1.88
C -2.74 1.29 -2.47
H -3.43 0.68 -3.04
H -4.21 2.77 -1.98
O -2.85 4.35 -0.56
C -2.06 5.10 0.32
H -1.21 5.57 -0.20
H -2.71 5.89 0.71
H -1.69 4.49 1.15
H -0.29 3.42 -0.41
H 0.48 1.37 -1.48
H -0.31 -0.24 -3.79
H -1.80 -1.04 -3.23
H 3.83 -1.38 -3.97
H 4.75 -2.60 -2.04
H 3.30 -3.11 -0.07
H -2.25 -0.55 -0.49
H -2.46 -2.31 -0.65
H -0.20 -1.67 3.25
H 0.23 1.24 3.23
H 0.39 0.22 4.69
H 2.12 0.04 2.17
H 2.63 0.70 3.75
H 2.82 -3.20 3.19
H 1.89 -2.33 1.94
```

Löwdin atomic charge list, values in e, 4 entries: -0.119, 0.086, -0.195, -0.203

2.
C20H25ClMnN4S as an isolated structure in a non-equilibrium geometry, computed with the ωB97M-V functional and the def2-TZVPD basis.

Output
- 2S+1 = 2
- LUMO level (spin up / spin down) (eV) = 0.4 / 0.4
- gap between HOMO and LUMO (spin up / spin down) (hartree) = 0.2665 / 0.2387
- ΔE to the lowest compared entry with this formula, charge and spin (kJ/mol) = 86.5

```
52
C20H25ClMnN4S | the Open Molecules 2025 dataset | the ωB97M-V functional and the def2-TZVPD basis
Mn -0.07 -0.65 -0.56
C 1.93 -1.05 1.89
C 1.55 0.43 1.76
N 1.52 0.84 0.36
C 2.80 0.86 -0.34
C 2.65 0.35 -1.77
N 1.74 -0.79 -1.87
C 2.31 -2.11 -1.61
C 2.64 -2.32 -0.14
N 1.55 -1.84 0.71
H 1.41 -1.45 2.77
H 2.99 -1.17 2.09
H 2.24 1.03 2.37
H 0.54 0.58 2.14
H 1.05 1.73 0.29
H 3.52 0.26 0.21
H 3.22 1.87 -0.38
H 3.64 0.12 -2.18
H 2.23 1.15 -2.38
H 1.32 -0.81 -2.79
H 3.22 -2.29 -2.21
H 1.56 -2.84 -1.92
H 3.56 -1.79 0.13
H 2.84 -3.38 0.02
H 0.94 -2.59 0.99
S -3.24 1.99 1.38
C -2.39 3.06 0.32
C -2.59 4.42 0.08
C -1.79 5.04 -0.85
C -0.80 4.33 -1.54
C -0.60 2.99 -1.31
C -1.40 2.35 -0.36
N -1.31 1.00 0.00
C -2.21 0.68 0.87
C -2.30 -0.70 1.33
C -3.30 -1.14 2.20
C -3.35 -2.49 2.53
C -2.41 -3.35 1.96
C -1.44 -2.87 1.09
C -1.33 -1.52 0.74
H -3.37 4.96 0.60
H -1.93 6.10 -1.06
H -0.19 4.84 -2.28
H 0.13 2.42 -1.87
H -4.04 -0.46 2.61
H -4.11 -2.86 3.19
H -2.46 -4.41 2.19
H -0.76 -3.60 0.65
Cl -2.93 -1.16 -2.16
C -1.09 -1.18 -2.23
H -0.87 -0.44 -3.02
H -0.84 -2.16 -2.65
```

Löwdin atomic charge list, values in e, 4 entries: 0.481, -0.174, -0.182, -0.093

3.
An isolated ion of composition C20H25ClN3O2 and charge +1, computed with the ωB97M-V functional and the def2-TZVPD basis.

Output
- 2S+1 = 1
- LUMO level (eV) = -2.7
- charge = +1
- gap between HOMO and LUMO (hartree) = 0.3215
- ΔE to the lowest compared entry with this formula, charge and spin (kJ/mol) = 16.2
- SMILES = C[NH+](C)CCCNCC(=O)Nc1ccc(Cl)cc1C(=O)c1ccccc1

```
51
C20H25ClN3O2 | the Open Molecules 2025 dataset | the ωB97M-V functional and the def2-TZVPD basis
C 2.89 0.90 -0.21
N 2.54 -0.18 0.72
C 1.83 0.35 1.88
H 1.57 -0.45 2.57
H 0.92 0.84 1.56
H 2.46 1.07 2.41
C 3.70 -1.03 1.10
H 4.38 -1.08 0.25
C 3.26 -2.44 1.47
C 2.55 -3.13 0.30
N 1.35 -2.37 -0.05
C 0.83 -2.50 -1.40
H 1.65 -2.40 -2.11
H 0.32 -3.46 -1.58
C -0.12 -1.31 -1.56
O 0.26 -0.19 -1.25
N -1.36 -1.62 -1.99
C -2.45 -0.73 -2.00
C -3.34 -0.77 -3.07
C -4.43 0.08 -3.11
C -4.64 0.98 -2.07
C -3.76 1.02 -1.00
C -2.67 0.16 -0.95
C -1.81 0.16 0.28
O -1.43 -0.86 0.82
C -1.50 1.50 0.83
C -1.39 1.66 2.21
C -1.10 2.90 2.74
C -0.90 3.99 1.90
C -0.98 3.83 0.53
C -1.29 2.60 -0.01
H -1.36 2.47 -1.08
H -0.82 4.67 -0.12
H -0.67 4.95 2.32
H -1.04 3.02 3.81
H -1.56 0.80 2.85
H -3.95 1.70 -0.18
Cl -5.99 2.04 -2.11
H -5.12 0.05 -3.94
H -3.17 -1.46 -3.88
H -1.53 -2.54 -2.36
H 0.61 -2.52 0.62
H 1.86 -0.90 0.22
H 2.33 -4.17 0.55
H 3.21 -3.14 -0.58
H 4.14 -3.02 1.74
H 2.59 -2.43 2.33
H 4.23 -0.56 1.93
H 3.40 0.49 -1.08
H 3.55 1.62 0.28
H 1.98 1.39 -0.54
```

Löwdin atomic charge list, values in e, 4 entries: -0.011, -0.232, 0.006, 0.106

4.
A 5-piece molecular cluster, C20H25F15O10 overall in a non-equilibrium geometry, computed with the ωB97M-V functional and the def2-TZVPD basis.

Output
- 2S+1 = 1
- LUMO level (eV) = 0.2
- gap between HOMO and LUMO (hartree) = 0.4217
- ΔE to the lowest compared entry with this formula, charge and spin (kJ/mol) = 258.5
- SMILES = CCOC(=O)C(F)(F)F.CCOC(=O)C(F)(F)F.CCOC(=O)C(F)(F)F.CCOC(=O)C(F)(F)F.CCOC(=O)C(F)(F)F

```
70
C20H25F15O10 | the Open Molecules 2025 dataset | the ωB97M-V functional and the def2-TZVPD basis
C 3.93 -12.72 -16.56
C 4.76 -12.13 -17.76
O 5.24 -13.19 -18.58
C 6.09 -12.96 -19.61
O 6.71 -11.92 -19.72
C 6.35 -14.16 -20.52
F 7.61 -14.56 -20.31
F 5.56 -15.19 -20.17
F 6.13 -13.77 -21.75
H 4.48 -13.44 -15.96
H 3.10 -13.29 -16.96
H 3.51 -11.99 -15.86
H 5.65 -11.58 -17.45
H 4.08 -11.50 -18.34
C 11.38 -11.55 -7.54
C 10.77 -10.43 -8.38
O 10.99 -9.24 -7.60
C 10.02 -8.65 -6.82
O 8.92 -9.10 -6.55
C 10.49 -7.41 -6.04
F 9.80 -6.38 -6.45
F 10.25 -7.48 -4.72
F 11.77 -7.17 -6.22
H 12.46 -11.54 -7.63
H 11.00 -12.42 -8.07
H 10.96 -11.71 -6.54
H 9.71 -10.55 -8.58
H 11.22 -10.25 -9.36
C 6.09 -17.27 -13.91
C 7.33 -16.43 -13.63
O 7.87 -16.53 -12.36
C 7.16 -16.04 -11.34
O 6.19 -15.27 -11.42
C 7.68 -16.47 -10.01
F 7.80 -15.38 -9.27
F 6.93 -17.39 -9.43
F 8.91 -16.96 -10.07
H 6.52 -18.27 -13.89
H 5.71 -17.10 -14.92
H 5.33 -17.09 -13.16
H 7.15 -15.36 -13.75
H 8.12 -16.70 -14.33
C 9.16 -23.22 -12.27
C 8.97 -21.68 -12.29
O 10.17 -20.94 -11.98
C 11.13 -20.75 -12.96
O 11.08 -21.33 -14.06
C 12.34 -19.85 -12.57
F 12.29 -19.37 -11.32
F 13.49 -20.50 -12.65
F 12.36 -18.78 -13.42
H 9.77 -23.59 -13.09
H 8.26 -23.77 -12.50
H 9.71 -23.53 -11.38
H 8.21 -21.42 -11.56
H 8.55 -21.34 -13.24
C 4.18 -22.13 -23.25
C 5.42 -21.50 -22.53
O 5.59 -22.13 -21.24
C 6.54 -21.69 -20.45
O 7.25 -20.73 -20.64
C 6.71 -22.48 -19.15
F 6.67 -21.59 -18.14
F 5.78 -23.41 -19.01
F 7.90 -23.04 -19.17
H 4.10 -21.55 -24.17
H 3.24 -22.24 -22.72
H 4.41 -23.16 -23.50
H 5.19 -20.47 -22.29
H 6.37 -21.54 -23.07
```

Löwdin atomic charge list, values in e, 4 entries: -0.047, -0.182, 0.001, -0.343

5.
C20H25F3MgO6S as an isolated structure in a non-equilibrium geometry, computed with the ωB97M-V functional and the def2-TZVPD basis.

Output
- 2S+1 = 1
- LUMO level (eV) = -11.5
- charge = +2
- gap between HOMO and LUMO (hartree) = 0.0911

```
56
C20H25F3MgO6S | the Open Molecules 2025 dataset | the ωB97M-V functional and the def2-TZVPD basis
C 1.71 -3.54 1.44
C 2.43 -2.20 1.30
O 3.21 -1.88 2.15
O 2.12 -1.39 0.23
C 3.28 -0.94 -0.49
C 2.95 0.19 -1.47
C 1.92 -0.32 -2.53
C 0.81 0.72 -2.88
C -0.62 0.09 -2.87
C -1.71 0.90 -2.12
S -3.26 0.51 -3.19
O -1.71 2.33 -2.13
C -2.75 2.69 -1.32
O -3.19 3.77 -1.11
O -3.31 1.53 -0.65
C -2.24 0.50 -0.72
C -1.44 0.82 0.60
C -0.14 1.65 0.46
C 0.51 1.65 1.86
C 1.76 1.12 2.12
C 2.26 1.11 3.41
C 1.50 1.63 4.45
C 0.24 2.19 4.22
C -0.23 2.18 2.93
C -2.97 -0.85 -0.54
O -2.42 -1.93 -1.22
C -2.44 -3.10 -0.48
F -2.08 -4.07 -1.29
F -1.59 -3.09 0.54
F -3.68 -3.36 -0.05
H 1.27 -3.89 0.50
H 0.88 -3.41 2.16
H 2.38 -4.28 1.89
H 4.00 -0.52 0.24
H 3.83 -1.76 -0.98
H 2.61 1.09 -0.95
H 3.89 0.38 -2.00
H 2.49 -0.57 -3.44
H 1.50 -1.27 -2.17
H 0.91 1.64 -2.29
H 1.03 1.02 -3.92
H -0.53 -0.95 -2.54
H -0.94 0.04 -3.91
H -3.20 1.37 -4.23
H -2.12 1.41 1.23
H -1.20 -0.08 1.20
H 0.59 1.18 -0.20
H -0.32 2.71 0.23
H 2.37 0.69 1.34
H 3.23 0.68 3.64
H 1.86 1.61 5.48
H -0.35 2.58 5.04
H -1.22 2.62 2.75
H -2.92 -1.10 0.54
H -4.08 -0.68 -0.79
Mg -4.87 0.59 0.56
```

Löwdin atomic charge list, values in e, 4 entries: 0.026, -0.499, 0.123, -0.066

no.,energy (Ha)
1,-1221.29633
2,-3005.44046
3,-1551.87941
4,-3027.48729
5,-2125.68337